Here is 9 unconnected molecules or ions with the total composition C39H92Cl2O15S9 in a non-equilibrium geometry from OMol25. Energies are from wB97M-V/def2-TZVPD.

Properties
Molecular weight: 1160.7 Da
Max |F|: 5.69 eV/Å
E: -195198.6849 eV
HOMO-LUMO gap: 8.1 eV
LUMO energy: 0.4 eV

Geometry as ORCA input:
```
! wB97M-V def2-TZVPD RIJCOSX def2/J DEFGRID3
* xyz 0 1
Cl 6.076 4.665 -4.252
C 2.797 0.909 2.315
H -6.146 -9.457 4.876
H 4.591 -3.263 -2.018
S -4.983 -2.346 7.075
H -6.258 -4.362 7.311
S -4.957 3.209 1.422
H -9.740 0.247 8.466
C 8.166 -0.697 3.630
H 0.934 -5.226 0.180
C 5.143 -1.148 -0.454
H 0.604 -3.895 1.414
H 3.819 -1.428 -2.824
H -7.513 -7.538 2.842
H 2.935 4.152 -5.791
S 7.396 -0.238 2.066
O 0.181 0.819 1.839
C -0.036 -3.401 -0.598
H -2.297 -4.025 5.239
H -0.823 -4.404 -2.778
C 3.580 0.651 -3.650
H -1.823 -2.571 6.153
H -1.854 2.456 -0.599
C -5.304 -4.105 6.850
S 4.760 2.471 -1.963
C 5.772 1.798 -4.454
H 1.439 1.030 -3.880
C -1.682 4.454 -1.670
H 1.630 5.683 -7.126
C -1.134 2.132 -2.704
C -6.405 -1.771 6.130
H 2.683 0.039 2.964
H -3.372 -2.619 3.424
S -8.492 1.813 7.135
H 1.083 1.170 4.526
H 7.663 4.189 -6.326
H -0.667 0.073 -3.458
H -8.068 0.450 9.042
H 1.915 2.740 4.314
H -5.817 5.166 2.510
C -2.641 -1.813 3.499
H 7.655 2.896 -4.258
C 3.384 3.139 -5.628
H -5.991 4.278 -0.467
H 3.571 1.573 2.705
H -10.429 3.153 7.586
O -8.210 0.761 6.114
H -3.345 -4.434 -2.172
H 7.723 -1.633 3.968
H 1.308 7.391 -7.550
C 7.114 3.211 -6.304
C -6.289 3.506 0.243
C 2.354 2.154 -6.321
H 5.136 -3.823 -0.364
H -9.279 1.704 9.398
H -4.505 -4.666 7.334
H -7.187 3.813 0.780
C 1.604 -0.200 -2.107
H -0.329 -2.455 -0.083
H 8.186 1.962 2.599
H -10.853 1.649 6.713
H -7.322 -2.103 6.617
C -1.498 -3.309 5.430
H 6.254 3.330 -6.991
C 0.920 6.372 -7.586
H 2.693 7.052 -9.709
H -2.127 2.229 -3.225
O 3.519 2.996 -4.226
C 0.243 0.242 -1.453
H -0.378 2.518 -3.428
C 5.033 -0.020 -1.535
H -6.356 -2.162 5.113
O -0.744 -3.571 2.889
C -8.947 0.970 8.663
O 0.265 4.453 -9.309
H 5.255 -0.720 -3.570
H 0.145 2.639 4.160
C 4.340 -3.292 -0.933
S 0.630 5.899 -9.301
H -1.450 4.676 -2.737
S -1.022 -2.494 3.891
H -2.935 -1.111 4.275
H 2.293 -0.437 -1.264
H 4.320 3.137 -6.226
H 2.970 5.355 -9.215
C -2.714 -5.351 -2.237
H 2.436 -4.081 -1.735
H 2.786 1.155 -6.533
S 1.235 1.804 2.212
H -0.622 -3.833 5.815
H 7.977 0.081 4.370
H 3.261 -5.229 -0.548
H -6.385 -0.684 6.103
H 0.428 -3.185 -1.592
C -6.214 -8.411 5.176
H 1.379 2.140 -5.795
O 3.919 3.642 -1.609
C -0.883 0.597 -2.492
H -5.711 -8.275 6.133
Cl 5.660 0.761 -5.983
C 4.390 -0.473 -2.896
O 7.823 -1.244 1.050
O -3.756 -2.017 6.283
C 2.156 0.940 -3.027
H -6.486 2.577 -0.291
H -0.205 3.026 -0.961
H 2.088 1.900 -2.467
H -0.151 -0.602 -0.836
C -1.242 2.966 -1.386
H 5.370 -0.703 0.547
H -3.045 -6.116 -1.503
H 2.157 2.623 -7.323
H -4.666 5.586 1.206
C 6.681 3.047 -4.784
H 9.442 0.988 1.775
H -0.028 6.326 -7.052
H -10.099 3.007 5.844
O -5.651 -5.957 4.313
H 9.239 -0.832 3.490
O -3.716 2.959 0.635
C 8.382 1.247 1.799
O 4.018 -2.014 -0.394
H 1.458 -1.127 -2.726
H -0.579 -5.859 -1.714
O 4.426 1.172 -0.971
H -4.067 4.965 2.763
H 2.418 5.729 -10.866
H 8.092 1.684 0.844
C 1.084 2.116 3.983
S -5.386 -7.380 3.949
C -1.226 -4.965 -1.899
C 4.397 2.026 -3.761
H 7.855 2.447 -6.617
H -7.259 -8.112 5.267
H -2.758 4.596 -1.435
O 6.190 2.796 -1.737
C -4.872 4.904 2.032
C 2.353 6.022 -9.819
H 0.493 1.063 -0.732
H -6.409 -8.865 2.370
C -6.485 -7.798 2.584
H 3.072 0.582 1.313
O 2.287 -3.581 0.296
H -2.725 -5.733 -3.285
O -1.259 -4.145 -0.733
H 6.096 0.267 -1.765
C -10.137 2.468 6.789
C 3.015 -4.169 -0.786
H 6.062 -1.731 -0.719
C 0.973 -4.128 0.385
H -2.569 -1.293 2.544
H 6.360 1.143 -3.768
H 3.373 0.228 -4.663
H -1.075 5.112 -1.004
H -6.175 -7.230 1.708
H -1.834 0.139 -2.113
H -5.324 -4.345 5.787
*
```

Here are the Löwdin charges for atoms 1 to 99, given in e:
1 Cl 0.68
2 C -0.25
3 H 0.05
4 H 0.12
5 S 0.84
6 H 0.05
7 S 0.82
8 H 0.06
9 C -0.26
10 H 0.12
11 C -0.15
12 H 0.09
13 H 0.11
14 H 0.06
15 H 0.12
16 S 0.81
17 O -0.55
18 C -0.17
19 H 0.05
20 H 0.11
21 C -0.23
22 H 0.02
23 H 0.09
24 C -0.27
25 S 0.78
26 C -0.52
27 H 0.10
28 C -0.11
29 H 0.04
30 C -0.22
31 C -0.27
32 H 0.06
33 H 0.06
34 S 0.82
35 H 0.05
36 H 0.07
37 H 0.11
38 H 0.05
39 H 0.05
40 H 0.05
41 C -0.26
42 H 0.11
43 C -0.23
44 H 0.06
45 H 0.05
46 H 0.05
47 O -0.56
48 H 0.08
49 H 0.05
50 H 0.05
51 C -0.19
52 C -0.27
53 C -0.06
54 H 0.13
55 H 0.05
56 H 0.05
57 H 0.05
58 C -0.18
59 H 0.12
60 H 0.06
61 H 0.06
62 H 0.05
63 C -0.28
64 H 0.05
65 C -0.26
66 H 0.05
67 H 0.11
68 O -0.14
69 C -0.19
70 H 0.09
71 C -0.28
72 H 0.07
73 O -0.56
74 C -0.27
75 O -0.56
76 H 0.11
77 H 0.05
78 C -0.17
79 S 0.80
80 H 0.06
81 S 0.83
82 H 0.04
83 H 0.10
84 H 0.08
85 H 0.05
86 C -0.08
87 H 0.12
88 H 0.05
89 S 0.80
90 H 0.05
91 H 0.05
92 H 0.13
93 H 0.02
94 H 0.10
95 C -0.27
96 H 0.08
97 O -0.28
98 C -0.19
99 H 0.05